{
  "formula": "C35H77BN5O3S",
  "method": "ωB97M-V with the def2-TZVPD basis set",
  "homo_ev": -4.66,
  "homo_lumo_gap_ev": 7.131,
  "total_charge": -1,
  "energy_ha": -2302.336225,
  "mol_weight_g_mol": 658.9,
  "elements": ["S", "O", "O", "O", "N", "N", "N", "N", "N", "C", "C", "C", "C", "C", "C", "C", "C", "C", "C", "C", "C", "C", "C", "C", "C", "C", "C", "C", "C", "C", "C", "C", "C", "C", "C", "C", "C", "C", "C", "C", "C", "C", "C", "C", "B", "H", "H", "H", "H", "H", "H", "H", "H", "H", "H", "H", "H", "H", "H", "H", "H", "H", "H", "H", "H", "H", "H", "H", "H", "H", "H", "H", "H", "H", "H", "H", "H", "H", "H", "H", "H", "H", "H", "H", "H", "H", "H", "H", "H", "H", "H", "H", "H", "H", "H", "H", "H", "H", "H", "H", "H", "H", "H", "H", "H", "H", "H", "H", "H", "H", "H", "H", "H", "H", "H", "H", "H", "H", "H", "H", "H", "H"],
  "coordinates": [[-1.3557, -2.2368, 3.4970], [0.9549, -3.0662, 2.1185], [-2.4537, 0.5329, -0.4402], [-1.8681, -1.5916, 0.1788], [2.5849, -2.0878, 3.3474], [-4.3525, -3.0474, -2.5270], [1.3904, -1.7686, 3.9438], [-6.6054, -3.7373, -3.5575], [-4.6602, -4.9866, -3.8381], [-2.8794, 0.3177, -3.6662], [6.5121, 2.0995, 3.3976], [3.3074, -7.4046, -1.2195], [-5.7857, 2.2570, -5.7857], [1.3102, -4.9960, -0.9975], [2.3102, -2.8399, 2.2748], [0.5660, 2.3093, 6.3906], [-2.7139, -0.0589, 2.1724], [0.2903, -4.2133, -3.1956], [-1.5855, 0.6929, -2.8657], [1.9836, 1.7729, 6.1786], [0.3163, -5.2906, -2.1194], [-7.7276, 4.7059, -5.9497], [-5.1787, -3.9398, -3.3235], [-4.3881, -1.6527, -3.0427], [2.7792, -4.9177, -1.4217], [3.3269, -6.1679, -2.1100], [6.1376, 0.6533, 3.0940], [-1.2978, -1.4503, -1.1451], [-6.8639, 5.7683, -6.6193], [0.4478, 3.8319, 6.4579], [-6.7145, 1.1287, -5.3524], [0.4424, -2.3618, 3.1888], [-3.1169, -1.2282, -3.8801], [-5.7792, 3.4405, -4.8187], [1.9899, 1.8795, 3.6324], [8.9165, 1.9632, 2.4614], [-1.6843, -0.4094, 3.3139], [1.2111, 4.4464, 7.6258], [2.6913, 2.2817, 4.9231], [9.6075, 1.9244, 3.8243], [9.9434, 3.3072, 4.3708], [-7.1213, 4.1591, -4.6572], [7.5578, 2.6681, 2.4381], [-1.4995, 0.1217, -1.4109], [-1.9504, -0.2267, 0.7439], [2.2847, 4.2652, 7.5466], [2.5581, 2.2337, 2.7684], [-3.6676, -5.0212, -3.5778], [-2.7627, 0.7684, -4.6990], [3.7448, -8.2562, -1.7467], [1.9071, 0.7933, 3.5587], [1.0332, -4.0465, -0.5274], [10.5906, 3.8524, 3.6787], [-0.5252, 0.5739, -1.0346], [-6.8726, -2.8596, -3.0954], [5.3611, 0.3116, 3.7817], [0.8611, 4.0375, 8.5775], [2.8011, 3.3707, 4.9593], [-6.9866, 4.9853, -3.9505], [-4.7680, 1.8616, -5.8549], [-5.2779, -1.5396, -3.7293], [-0.6814, -5.3686, -1.6776], [-0.4702, -4.4479, -3.9448], [7.1643, 2.6236, 1.4168], [-6.0552, 2.5873, -6.7940], [0.9877, 2.3083, 3.5658], [-0.0850, 1.9417, 5.5915], [-4.5412, -0.8933, -2.2230], [3.0734, -3.2328, 1.5727], [1.9357, 0.6795, 6.1406], [4.3616, -5.9716, -2.4096], [-7.3620, 6.1509, -7.5135], [9.5768, 2.4624, 1.7430], [10.5368, 1.3547, 3.7246], [-7.9226, 3.8925, -6.6547], [-7.8425, 3.4811, -4.1899], [-6.6894, 6.6107, -5.9453], [-0.6475, 0.4011, -3.4138], [0.7863, 4.2834, 5.5207], [-0.6992, 0.0990, 3.1189], [2.5989, 2.0151, 7.0524], [5.7510, 0.5557, 2.0767], [-6.4377, 0.7563, -4.3626], [-3.0225, 1.0132, 2.3276], [1.2478, -4.1259, -3.7144], [-0.7822, 0.0274, 0.9898], [-0.6105, 4.0924, 6.5587], [0.0480, -3.2469, -2.7545], [-1.8924, -2.2103, -1.7044], [-5.8965, 5.3670, -6.9275], [8.8005, 0.9376, 2.0974], [-4.6303, -3.0549, -1.5406], [-8.7013, 5.1473, -5.7142], [-3.7814, 0.8350, -3.2318], [5.6090, 2.7137, 3.3270], [-2.0359, -0.0579, 4.3189], [-6.6487, 0.2948, -6.0553], [2.9197, -4.0599, -2.0871], [3.8883, -7.2387, -0.3087], [1.1970, -5.7582, -0.2196], [2.2905, -7.6809, -0.9345], [-5.0195, 4.1574, -5.1461], [8.9928, 1.3831, 4.5493], [7.6964, 3.7318, 2.6586], [-7.7569, 1.4527, -5.3205], [2.7742, -6.3696, -3.0321], [1.0588, 5.5285, 7.6489], [10.4702, 3.2184, 5.3239], [-1.5589, 1.8168, -2.7831], [0.5243, -6.2625, -2.5795], [0.1704, 1.8816, 7.3188], [-3.6163, -0.7267, 2.2105], [-5.4544, 3.0909, -3.8329], [-3.4011, -1.3629, -4.9668], [3.3844, -4.7082, -0.5318], [3.7065, 1.8716, 4.9088], [-7.0656, -4.4801, -3.0165], [-0.1954, -1.6155, -0.9798], [-2.2195, -1.8691, -3.7181], [6.9928, -0.0173, 3.2041], [6.8577, 2.1808, 4.4327], [9.0448, 3.9021, 4.5440]],
  "lowdin_charge": [0.910, 0.008, -0.028, -0.113, 0.006, -0.003, 0.017, 0.067, 0.115, -0.208, -0.273, -0.117, -0.267, -0.222, -0.158, -0.224, -0.167, -0.105, -0.142, -0.223, -0.259, -0.275, -0.517, -0.215, -0.228, -0.273, -0.106, -0.137, -0.117, -0.272, -0.108, -0.588, -0.173, -0.225, -0.101, -0.233, -0.484, -0.121, -0.269, -0.274, -0.117, -0.229, -0.230, -0.340, -0.808, 0.063, 0.068, 0.042, 0.093, 0.065, 0.050, 0.098, 0.073, 0.124, 0.063, 0.062, 0.072, 0.097, 0.109, 0.092, 0.097, 0.108, 0.068, 0.110, 0.098, 0.068, 0.097, 0.125, 0.124, 0.108, 0.101, 0.066, 0.107, 0.102, 0.097, 0.101, 0.074, 0.117, 0.098, 0.057, 0.097, 0.079, 0.065, 0.100, 0.066, 0.110, 0.103, 0.049, 0.091, 0.065, 0.100, 0.123, 0.102, 0.103, 0.098, 0.059, 0.072, 0.103, 0.073, 0.105, 0.066, 0.102, 0.099, 0.099, 0.064, 0.098, 0.064, 0.067, 0.113, 0.096, 0.108, 0.091, 0.109, 0.102, 0.095, 0.085, 0.078, 0.115, 0.094, 0.065, 0.100, 0.065]
}

{
  "formula": "C35H77NO5P",
  "method": "ωB97M-V with the def2-TZVPD basis set",
  "s_squared": 0.75,
  "homo_ev": [-8.43, -9.69],
  "homo_lumo_gap_ev": [8.776, 9.978],
  "spin_multiplicity": 2,
  "energy_ha": -2152.117237,
  "mol_weight_g_mol": 623.0,
  "elements": ["P", "O", "O", "O", "O", "O", "N", "C", "C", "C", "C", "C", "C", "C", "C", "C", "C", "C", "C", "C", "C", "C", "C", "C", "C", "C", "C", "C", "C", "C", "C", "C", "C", "C", "C", "C", "C", "C", "C", "C", "C", "C", "H", "H", "H", "H", "H", "H", "H", "H", "H", "H", "H", "H", "H", "H", "H", "H", "H", "H", "H", "H", "H", "H", "H", "H", "H", "H", "H", "H", "H", "H", "H", "H", "H", "H", "H", "H", "H", "H", "H", "H", "H", "H", "H", "H", "H", "H", "H", "H", "H", "H", "H", "H", "H", "H", "H", "H", "H", "H", "H", "H", "H", "H", "H", "H", "H", "H", "H", "H", "H", "H", "H", "H", "H", "H", "H", "H", "H"],
  "coordinates": [[5.2918, -2.4061, -0.8661], [4.2303, -3.5846, -0.6118], [3.2229, -1.2182, 0.5230], [2.2567, 1.3667, 4.1400], [4.6304, -1.4383, -1.9382], [6.5711, -2.9516, -1.3358], [2.8933, 0.6726, 3.2836], [-6.8220, 2.0662, 0.2050], [4.2987, -1.3517, 2.7867], [1.5920, -3.8259, -5.1872], [-0.4289, -1.0262, 0.6678], [1.8565, -2.7979, -4.0921], [4.4923, 0.6687, 1.3499], [-2.3028, 2.9431, 0.9137], [3.5146, 1.4827, 2.2061], [-2.6530, 2.6250, 3.9787], [-1.6537, 3.5606, 3.2971], [3.9553, -3.7221, -6.2090], [-7.9610, 2.7683, -0.5316], [0.8564, -1.6255, 0.0625], [-5.8875, 0.8602, -1.8788], [-2.8505, -1.3859, 1.1431], [5.5762, -1.4666, 0.6431], [3.5438, -2.8912, -7.4229], [2.3480, 1.9917, 1.3390], [-1.7442, -1.5880, 0.0990], [2.4975, -1.3669, 4.5529], [-2.0916, 4.0653, 1.9239], [4.2454, 2.7068, 2.7463], [-7.5659, 4.1240, -1.1104], [-4.0782, 4.4469, 5.0613], [3.5759, -0.5057, 3.8636], [-5.6082, 1.7370, -0.6620], [-6.4241, -0.5218, -1.5161], [4.3247, -0.8436, 1.3410], [-4.0526, 3.2063, 4.1731], [3.0896, -3.7335, -8.6116], [1.2422, -0.8749, -1.2107], [-2.1856, -0.8809, -1.1943], [2.8433, -4.5901, -5.6172], [4.5653, -0.0688, 4.9484], [1.9893, -1.5739, 1.1125], [5.2060, 0.7447, 4.6177], [1.6427, 1.1775, 1.1809], [-8.3425, 2.1267, -1.3309], [0.6672, -2.6634, -0.2034], [-1.7347, -1.3088, -2.0852], [-6.5828, 1.3496, -2.5663], [4.4842, -4.0381, 0.1925], [3.5950, 3.3222, 3.3560], [-4.6890, 2.4370, 4.6186], [-5.7303, -1.0409, -0.8504], [1.1361, -3.3301, -6.0481], [4.5472, 3.2996, 1.8833], [2.9485, -1.9000, 5.3855], [2.6966, 2.3084, 0.3625], [-3.0850, -0.3223, 1.2067], [-7.2060, 4.7913, -0.3246], [-0.4077, 0.0456, 0.4758], [2.2833, -3.2778, -3.2051], [2.0741, -2.5721, 1.5510], [-5.0991, 4.8044, 5.2027], [-3.6612, 4.2273, 6.0463], [4.3962, -2.2786, -7.7264], [-4.4989, 3.4430, 3.2026], [-6.4926, 2.6992, 1.0355], [3.9323, -2.3745, 2.8357], [-0.7028, 3.0325, 3.2002], [-4.9484, 0.7453, -2.4272], [2.0606, -2.0943, 3.8764], [-3.7572, -1.9237, 0.8805], [2.1424, -1.2686, -1.6678], [1.3550, 0.1862, -1.0084], [-8.4178, 4.6050, -1.5926], [5.3429, -1.4086, 3.0824], [1.7148, -0.8740, 1.8978], [4.0166, 0.2727, 5.8200], [-2.7334, 1.6963, 3.4048], [-0.4331, -1.1838, 1.7451], [-1.3295, 4.7526, 1.5452], [4.4426, 1.0137, 0.3208], [-3.5018, 5.2653, 4.6276], [4.3501, -3.0534, -5.4385], [1.7087, -0.7373, 4.9500], [5.5066, 0.8608, 1.7003], [-4.8627, 1.2300, -0.0404], [-6.7774, 4.0295, -1.8583], [6.2886, -0.6988, 0.3608], [-2.2469, 2.3390, 4.9540], [-1.8841, 0.1653, -1.1534], [4.1734, -1.9793, -2.5950], [-3.2691, -0.8967, -1.2773], [2.5567, -5.3604, -6.3379], [2.8434, -3.1011, -9.4653], [6.0806, -2.1860, 1.2816], [-1.4505, 4.4189, 3.9439], [3.8775, -4.4224, -8.9227], [3.2465, -5.1251, -4.7517], [-6.5524, -1.1331, -2.4104], [-1.6383, -2.6547, -0.0935], [-2.5823, 3.3433, -0.0625], [2.2026, -4.3226, -8.3747], [-8.7903, 2.9080, 0.1664], [2.5433, -2.0175, -4.4296], [-7.2054, 1.1494, 0.6617], [-3.0110, 4.6519, 2.0101], [0.4370, -0.9786, -1.9368], [0.9308, -2.3081, -3.7882], [-5.1338, 2.6637, -0.9976], [2.7506, -2.1903, -7.1480], [-2.5253, -1.6909, 2.1351], [5.1856, -0.9174, 5.2201], [0.8541, -4.5461, -4.8255], [1.8064, 2.7849, 1.8442], [-1.3900, 2.3553, 0.7876], [-3.0994, 2.2672, 1.2290], [4.7883, -4.3732, -6.4895], [5.1554, 2.4558, 3.2846], [-7.3919, -0.4682, -1.0157]],
  "lowdin_charge": [0.421, -0.111, -0.132, -0.005, -0.102, -0.283, -0.143, -0.222, -0.047, -0.260, -0.152, -0.114, -0.046, -0.107, -0.458, -0.224, -0.221, -0.227, -0.268, -0.293, -0.265, -0.076, -0.116, -0.270, -0.006, -0.395, -0.017, -0.260, -0.025, -0.111, -0.111, -0.451, -0.233, -0.106, -0.446, -0.269, -0.112, -0.041, -0.062, -0.225, -0.016, -0.161, 0.076, 0.065, 0.098, 0.135, 0.066, 0.100, 0.079, 0.085, 0.104, 0.058, 0.100, 0.096, 0.088, 0.091, 0.063, 0.074, 0.100, 0.073, 0.125, 0.068, 0.075, 0.105, 0.090, 0.104, 0.124, 0.100, 0.098, 0.067, 0.072, 0.049, 0.083, 0.068, 0.116, 0.100, 0.090, 0.095, 0.111, 0.105, 0.138, 0.065, 0.096, 0.083, 0.128, 0.088, 0.065, 0.108, 0.111, 0.078, 0.056, 0.054, 0.101, 0.068, 0.102, 0.103, 0.075, 0.110, 0.071, 0.130, 0.072, 0.064, 0.104, 0.073, 0.103, 0.099, 0.059, 0.062, 0.099, 0.097, 0.072, 0.089, 0.106, 0.080, 0.062, 0.047, 0.111, 0.074, 0.067]
}